The following is a DFT calculation (ωB97M-V/def2-TZVPD) of C14H27O12PZr as an isolated structure at a distorted geometry.

Structure (XYZ):
```
55
Properties=species:S:1:pos:R:3
Zr -0.151 -0.357 -1.682
C 3.664 0.082 -3.088
C 2.278 -0.120 -2.628
O 1.285 -0.059 -3.456
O 2.031 -0.196 -1.378
H 4.102 -0.738 -3.641
H 4.299 0.475 -2.323
H 3.692 0.824 -3.890
C -1.959 3.292 -1.440
C -1.351 1.981 -1.515
O -0.175 1.848 -2.103
O -1.921 0.905 -1.144
H -3.024 3.063 -1.649
H -1.609 4.007 -2.160
H -1.961 3.636 -0.385
C -1.889 -2.427 -4.878
C -1.185 -1.665 -3.785
O -0.276 -2.234 -3.165
O -1.519 -0.485 -3.446
H -2.579 -1.784 -5.440
H -2.521 -3.249 -4.436
H -1.206 -2.883 -5.505
C -0.860 -3.940 0.290
C -0.584 -2.577 -0.201
O -1.590 -1.823 -0.622
O 0.593 -2.126 -0.349
H -1.971 -4.044 0.215
H -0.270 -4.256 1.167
H -0.499 -4.560 -0.529
C -2.599 -1.417 2.619
C -2.040 0.003 2.345
O -0.575 -0.098 2.600
P 0.328 0.879 1.777
O 0.215 0.743 0.313
O 0.011 2.357 2.157
C 0.003 3.028 3.477
C 0.265 4.523 3.089
O 1.764 0.543 2.382
C 2.433 -0.560 1.583
C 3.538 -1.175 2.302
H -2.049 -2.068 1.967
H -2.602 -1.681 3.619
H -3.597 -1.421 2.228
H -2.239 0.240 1.326
H -2.428 0.710 3.056
H -0.983 2.949 3.947
H 0.828 2.608 4.069
H -0.646 4.836 2.544
H 0.457 5.159 3.943
H 1.168 4.528 2.519
H 1.609 -1.174 1.254
H 2.726 -0.036 0.636
H 3.782 -2.131 1.788
H 4.473 -0.609 2.275
H 3.312 -1.324 3.351
```

As for the strongest force on any atom: 4.2 eV/A. The highest occupied orbital energy comes out at -10.00 eV. The calculation puts the total energy at -1841.3597 Eh. The energy above the lowest of the compared OMol25 structures with the same formula, charge and spin is 6.4 kJ/mol. The HOMO-LUMO gap comes out at 0.3899 hartree. The charge is 0.



The following is a DFT calculation (ωB97M-V/def2-TZVPD) of a 4-piece molecular cluster, C2H13NO4 overall at a distorted geometry.

Structure (XYZ):
```
20
Properties=species:S:1:pos:R:3
C 1.112 0.199 -1.484
N -0.288 0.511 -1.684
C -1.200 -0.185 -0.851
O -1.268 -1.624 -1.205
H 1.401 0.376 -0.441
H 1.750 0.808 -2.114
H 1.285 -0.875 -1.664
H -0.559 0.616 -2.633
H -0.847 -0.017 0.159
H -2.212 0.165 -1.088
H -2.218 -1.681 -1.339
H 0.822 0.392 3.172
H 0.406 -0.477 1.899
O 0.735 0.373 2.219
H -0.286 -2.422 0.585
H 1.045 -2.397 1.380
O 0.103 -2.238 1.460
H 0.795 3.067 1.148
H -0.426 2.325 1.506
O -0.151 3.085 0.975
```

As for the strongest force on any atom: 2.0 eV/A. The highest occupied orbital energy comes out at -8.89 eV. The calculation puts the total energy at -439.6902 Eh. The energy above the lowest of the compared OMol25 structures with the same formula, charge and spin is 85.7 kJ/mol. Its SMILES is CNCO.O.O.O. The HOMO-LUMO gap comes out at 0.3484 hartree. The charge is 0.



The following is a DFT calculation (ωB97M-V/def2-TZVPD) of a 9-piece molecular cluster, C33H55N3O25P overall at a distorted geometry.

Structure (XYZ):
```
117
Properties=species:S:1:pos:R:3
C -0.354 -0.358 0.585
O -0.012 -1.278 -0.431
C 1.082 -2.124 -0.087
C 2.244 -1.996 -1.049
C 2.517 -0.514 -1.425
P 4.286 -0.195 -1.379
C 4.750 1.545 -1.113
C 3.548 2.473 -0.920
C 3.979 3.940 -0.887
C 2.795 4.884 -1.028
N 2.046 4.843 -2.302
C 2.773 4.600 -3.475
N 3.778 5.312 -3.764
N 2.332 3.525 -4.329
H 0.390 0.436 0.696
H -1.295 0.121 0.332
H -0.432 -0.851 1.556
H 1.453 -1.842 0.895
H 0.728 -3.151 -0.058
H 3.115 -2.373 -0.515
H 2.110 -2.611 -1.934
H 2.067 0.123 -0.667
H 2.097 -0.306 -2.403
H 4.787 -0.974 -0.332
H 4.896 -0.626 -2.557
H 5.383 1.872 -1.934
H 5.338 1.557 -0.198
H 3.097 2.247 0.048
H 2.755 2.306 -1.648
H 4.778 4.163 -1.589
H 4.388 4.116 0.108
H 2.081 4.617 -0.249
H 3.094 5.904 -0.807
H 1.298 4.171 -2.216
H 4.167 5.015 -4.653
H 2.796 2.665 -4.068
H 1.330 3.388 -4.262
C -1.512 3.922 1.840
C -1.278 3.763 3.329
O -0.205 2.801 3.366
C 0.452 2.867 2.198
O 1.490 2.315 1.968
O -0.205 3.623 1.308
H -1.821 4.918 1.551
H -2.219 3.202 1.447
H -0.935 4.682 3.806
H -2.145 3.388 3.864
C -3.153 -2.379 -2.488
C -1.766 -2.082 -3.003
O -2.025 -1.561 -4.322
C -3.295 -1.078 -4.328
O -3.766 -0.422 -5.202
O -3.948 -1.420 -3.198
H -3.247 -2.241 -1.415
H -3.492 -3.382 -2.743
H -1.262 -1.319 -2.411
H -1.137 -2.967 -3.056
C -7.355 -3.280 -1.443
C -7.374 -3.299 0.069
O -6.330 -4.243 0.367
C -5.485 -4.285 -0.677
O -4.425 -4.834 -0.676
O -5.988 -3.607 -1.737
H -7.613 -2.312 -1.863
H -7.997 -4.044 -1.883
H -7.115 -2.337 0.503
H -8.318 -3.630 0.488
C -2.293 3.307 -3.551
C -3.357 2.284 -3.223
O -3.502 2.446 -1.802
C -3.080 3.686 -1.476
O -3.189 4.174 -0.394
O -2.485 4.288 -2.525
H -2.408 3.750 -4.535
H -1.282 2.901 -3.458
H -4.306 2.509 -3.711
H -3.071 1.268 -3.463
C 4.350 -0.901 4.087
C 3.056 -0.626 3.348
O 3.392 -1.055 2.008
C 4.410 -1.937 2.098
O 4.803 -2.581 1.163
O 4.927 -1.974 3.319
H 4.203 -1.207 5.118
H 5.035 -0.053 4.057
H 2.232 -1.236 3.704
H 2.765 0.418 3.368
C -8.911 1.191 1.051
C -9.075 1.509 2.523
O -9.306 0.215 3.090
C -8.779 -0.714 2.266
O -8.662 -1.867 2.527
O -8.402 -0.150 1.088
H -8.213 1.849 0.541
H -9.861 1.190 0.515
H -8.169 1.929 2.964
H -9.912 2.170 2.731
C 7.883 -1.928 1.012
C 8.727 -2.320 -0.183
O 9.370 -1.085 -0.515
C 9.402 -0.306 0.597
O 10.000 0.712 0.692
O 8.634 -0.848 1.576
H 7.759 -2.729 1.734
H 6.901 -1.557 0.727
H 9.487 -3.062 0.066
H 8.142 -2.682 -1.024
C -0.277 -5.217 2.677
C -0.839 -4.599 3.941
O 0.350 -4.171 4.622
C 1.325 -4.004 3.710
O 2.383 -3.500 3.934
O 0.946 -4.481 2.504
H -0.923 -5.094 1.812
H -0.035 -6.273 2.797
H -1.461 -3.725 3.741
H -1.397 -5.300 4.555
```

As for the strongest force on any atom: 1.0 eV/A. The highest occupied orbital energy comes out at -11.45 eV. The calculation puts the total energy at -3676.9130 Eh. The HOMO-LUMO gap comes out at 0.3293 hartree. The charge is +1.



The following is a DFT calculation (ωB97M-V/def2-TZVPD) of C31H24N4O11S4W as an isolated structure at a distorted geometry.

Structure (XYZ):
```
75
Properties=species:S:1:pos:R:3
W -1.506 -0.290 3.009
O -7.061 -0.039 2.665
C -6.838 -0.518 3.980
C -7.884 -0.559 4.804
C -7.638 -0.956 6.066
C -6.393 -1.282 6.621
C -5.288 -1.082 5.703
C -5.543 -0.736 4.350
C -4.422 -0.464 3.513
O -3.212 -0.319 4.053
N -4.544 -0.140 2.308
N -3.322 0.161 1.804
C -3.329 0.549 0.512
C -2.131 0.893 -0.159
C -2.140 1.428 -1.485
C -0.924 1.730 -2.063
C 0.290 1.480 -1.381
C 0.375 0.811 -0.232
C -0.859 0.641 0.543
O -0.902 -0.648 1.203
H -6.211 -0.074 2.329
H -8.921 -0.209 4.433
H -8.458 -1.010 6.826
H -6.227 -1.639 7.586
H -4.234 -1.207 5.948
H -4.375 0.584 0.089
H -3.123 1.636 -1.935
H -0.887 2.279 -3.022
H 1.118 1.816 -1.940
H 1.351 0.632 0.192
C 3.575 -0.751 -1.863
C 3.018 -1.056 -0.507
C 3.553 -0.474 0.620
C 3.081 -0.774 1.861
C 2.043 -1.631 1.976
C 1.609 -2.321 0.907
C 2.080 -2.033 -0.332
S 1.311 -2.045 3.572
O 0.581 -3.236 3.572
O 2.382 -1.849 4.478
N 0.277 -0.828 3.933
C 1.060 0.267 4.515
C 0.037 1.117 5.184
O 0.310 1.910 6.028
O -1.153 0.886 4.613
H 2.786 -0.944 -2.631
H 4.511 -1.397 -2.022
H 3.850 0.291 -2.022
H 4.371 0.148 0.416
H 3.570 -0.287 2.728
H 0.759 -2.976 1.011
H 1.562 -2.584 -1.161
H 1.604 1.010 3.919
H 1.775 -0.138 5.175
O 6.579 4.102 -6.986
S 6.730 2.686 -7.264
O 7.471 1.944 -6.271
N 7.167 2.331 -8.722
C 6.204 1.632 -9.379
S 6.414 0.869 -10.859
C 4.955 1.445 -8.552
C 3.743 0.895 -8.880
C 2.735 0.912 -7.911
C 2.915 1.449 -6.652
C 4.078 2.063 -6.360
C 5.124 2.003 -7.318
H 3.615 0.504 -9.868
H 1.757 0.445 -8.147
H 2.065 1.437 -5.986
H 4.380 2.547 -5.467
O -3.846 -3.243 3.265
C -2.668 -3.239 3.068
O -1.911 -2.218 2.861
H -1.929 -4.162 3.206
S -0.893 1.824 1.932
```

As for the strongest force on any atom: 5.2 eV/A. The highest occupied orbital energy (spin up / spin down) comes out at -3.32 / -3.32 eV. The calculation puts the total energy at -3902.3486 Eh. The energy above the lowest of the compared OMol25 structures with the same formula, charge and spin is 281.6 kJ/mol. The HOMO-LUMO gap (spin up / spin down) comes out at 0.2053 / 0.2058 hartree. The charge is -2.



What did the first record say?
The following is a DFT calculation (ωB97M-V/def2-TZVPD) of C14H27O12PZr as an isolated structure at a distorted geometry.

Structure (XYZ):
```
55
Properties=species:S:1:pos:R:3
Zr -0.151 -0.357 -1.682
C 3.664 0.082 -3.088
C 2.278 -0.120 -2.628
O 1.285 -0.059 -3.456
O 2.031 -0.196 -1.378
H 4.102 -0.738 -3.641
H 4.299 0.475 -2.323
H 3.692 0.824 -3.890
C -1.959 3.292 -1.440
C -1.351 1.981 -1.515
O -0.175 1.848 -2.103
O -1.921 0.905 -1.144
H -3.024 3.063 -1.649
H -1.609 4.007 -2.160
H -1.961 3.636 -0.385
C -1.889 -2.427 -4.878
C -1.185 -1.665 -3.785
O -0.276 -2.234 -3.165
O -1.519 -0.485 -3.446
H -2.579 -1.784 -5.440
H -2.521 -3.249 -4.436
H -1.206 -2.883 -5.505
C -0.860 -3.940 0.290
C -0.584 -2.577 -0.201
O -1.590 -1.823 -0.622
O 0.593 -2.126 -0.349
H -1.971 -4.044 0.215
H -0.270 -4.256 1.167
H -0.499 -4.560 -0.529
C -2.599 -1.417 2.619
C -2.040 0.003 2.345
O -0.575 -0.098 2.600
P 0.328 0.879 1.777
O 0.215 0.743 0.313
O 0.011 2.357 2.157
C 0.003 3.028 3.477
C 0.265 4.523 3.089
O 1.764 0.543 2.382
C 2.433 -0.560 1.583
C 3.538 -1.175 2.302
H -2.049 -2.068 1.967
H -2.602 -1.681 3.619
H -3.597 -1.421 2.228
H -2.239 0.240 1.326
H -2.428 0.710 3.056
H -0.983 2.949 3.947
H 0.828 2.608 4.069
H -0.646 4.836 2.544
H 0.457 5.159 3.943
H 1.168 4.528 2.519
H 1.609 -1.174 1.254
H 2.726 -0.036 0.636
H 3.782 -2.131 1.788
H 4.473 -0.609 2.275
H 3.312 -1.324 3.351
```

As for the strongest force on any atom: 4.2 eV/A. The highest occupied orbital energy comes out at -10.00 eV. The calculation puts the total energy at -1841.3597 Eh. The energy above the lowest of the compared OMol25 structures with the same formula, charge and spin is 6.4 kJ/mol. The HOMO-LUMO gap comes out at 0.3899 hartree. The charge is 0.



Repeat the first record exactly.
The following is a DFT calculation (ωB97M-V/def2-TZVPD) of C14H27O12PZr as an isolated structure at a distorted geometry.

Structure (XYZ):
```
55
Properties=species:S:1:pos:R:3
Zr -0.151 -0.357 -1.682
C 3.664 0.082 -3.088
C 2.278 -0.120 -2.628
O 1.285 -0.059 -3.456
O 2.031 -0.196 -1.378
H 4.102 -0.738 -3.641
H 4.299 0.475 -2.323
H 3.692 0.824 -3.890
C -1.959 3.292 -1.440
C -1.351 1.981 -1.515
O -0.175 1.848 -2.103
O -1.921 0.905 -1.144
H -3.024 3.063 -1.649
H -1.609 4.007 -2.160
H -1.961 3.636 -0.385
C -1.889 -2.427 -4.878
C -1.185 -1.665 -3.785
O -0.276 -2.234 -3.165
O -1.519 -0.485 -3.446
H -2.579 -1.784 -5.440
H -2.521 -3.249 -4.436
H -1.206 -2.883 -5.505
C -0.860 -3.940 0.290
C -0.584 -2.577 -0.201
O -1.590 -1.823 -0.622
O 0.593 -2.126 -0.349
H -1.971 -4.044 0.215
H -0.270 -4.256 1.167
H -0.499 -4.560 -0.529
C -2.599 -1.417 2.619
C -2.040 0.003 2.345
O -0.575 -0.098 2.600
P 0.328 0.879 1.777
O 0.215 0.743 0.313
O 0.011 2.357 2.157
C 0.003 3.028 3.477
C 0.265 4.523 3.089
O 1.764 0.543 2.382
C 2.433 -0.560 1.583
C 3.538 -1.175 2.302
H -2.049 -2.068 1.967
H -2.602 -1.681 3.619
H -3.597 -1.421 2.228
H -2.239 0.240 1.326
H -2.428 0.710 3.056
H -0.983 2.949 3.947
H 0.828 2.608 4.069
H -0.646 4.836 2.544
H 0.457 5.159 3.943
H 1.168 4.528 2.519
H 1.609 -1.174 1.254
H 2.726 -0.036 0.636
H 3.782 -2.131 1.788
H 4.473 -0.609 2.275
H 3.312 -1.324 3.351
```

As for the strongest force on any atom: 4.2 eV/A. The highest occupied orbital energy comes out at -10.00 eV. The calculation puts the total energy at -1841.3597 Eh. The energy above the lowest of the compared OMol25 structures with the same formula, charge and spin is 6.4 kJ/mol. The HOMO-LUMO gap comes out at 0.3899 hartree. The charge is 0.